28
Properties=species:S:1:pos:R:3:forces:R:3 method="wB97M-V/def2-TZVPD" lumo_energy_ev=0.19 total_charge=0 fmax_ev_per_a=1.24 smiles="CB(O)[C@@H]1OS(=O)(=O)O[C@@]1([C@@H](C)F)P(N)O" orbital_gap_ev=9.031 e_tot_ev=-42673.77418
C -2.1939 1.5162 -0.8708 0.291 -0.430 -0.323
B -2.0805 -0.0048 -0.4900 0.111 0.169 0.226
O -2.9547 -0.9053 -1.0234 0.598 -0.025 -0.308
C -0.9909 -0.6984 0.4845 -0.215 -0.725 -0.016
O -1.0828 -0.2488 1.8683 0.182 0.970 -0.412
S -0.2124 1.1013 1.9828 -0.234 0.212 0.859
O -1.0413 2.2471 1.8397 -0.056 -0.084 -0.511
O 0.6104 1.0483 3.1358 0.154 -0.319 -0.231
O 0.6688 0.8993 0.6410 -0.194 -0.182 0.107
C 0.4781 -0.4872 0.1939 0.229 -0.295 0.278
C 0.7852 -0.7267 -1.2954 0.725 0.998 0.139
C 0.8670 0.5363 -2.1217 -0.414 -0.246 -0.500
F 2.0463 -1.3320 -1.4324 0.000 -0.044 0.056
P 1.6263 -1.6978 1.1482 0.360 -1.070 -0.396
N 3.0307 -0.7566 1.3749 -0.576 0.456 -0.639
O 0.9645 -1.7454 2.6454 -0.115 0.419 -0.257
H -2.2183 1.5981 -1.9635 -0.232 0.055 -0.034
H -3.1399 1.8977 -0.4860 0.013 0.182 0.060
H -1.3675 2.1287 -0.5322 -0.118 0.137 0.154
H -3.3604 -0.5183 -1.8048 -0.556 -0.040 0.071
H -1.1595 -1.7780 0.4384 -0.226 -0.006 0.514
H 0.0732 -1.4407 -1.7070 -0.136 -0.061 0.096
H -0.1251 0.9317 -2.3277 0.018 0.173 0.157
H 1.2892 0.2601 -3.0871 0.086 0.033 -0.007
H 1.4862 1.2976 -1.6597 0.000 0.008 0.100
H 2.8376 0.2417 1.2933 0.168 0.002 0.407
H 3.6713 -0.9825 0.6210 0.163 -0.120 0.125
H 1.4922 -2.3816 3.1345 -0.027 -0.169 0.283

***

34
Properties=species:S:1:pos:R:3:forces:R:3 method="wB97M-V/def2-TZVPD" lumo_energy_ev="-11.91 / -11.31" multiplicity=4 total_charge=+2 fmax_ev_per_a=4.30 orbital_gap_ev="2.670 / 4.815" e_tot_ev=-84106.30685
I -0.7374 -2.2745 -1.1810 0.690 0.359 0.606
I -0.8908 2.5184 -1.0916 0.719 -0.228 0.588
Cr 0.5111 0.1408 -0.6588 -0.695 -0.166 -0.363
P 0.4747 0.1801 -3.0768 -0.123 -0.110 -1.194
C -1.1880 0.1706 -3.8185 -0.001 0.033 0.121
C 1.2976 1.6239 -3.7983 0.035 0.141 0.293
H 2.2991 -1.3547 -3.3598 -0.028 -0.051 -0.186
H 1.4646 -1.0018 -4.9110 -0.043 -0.098 0.269
H 0.7383 -2.1401 -3.7211 0.221 0.224 -0.184
C 1.3279 -1.2239 -3.8436 0.021 -0.135 0.248
H 2.2651 1.7582 -3.3073 -0.045 0.064 -0.206
H 1.4409 1.4339 -4.8720 -0.059 0.101 0.297
H -1.0688 0.1715 -4.9120 -0.108 0.003 0.287
H -1.7440 1.0612 -3.5037 0.069 -0.217 -0.266
H 0.6867 2.5215 -3.6498 0.218 -0.177 -0.173
H -1.7363 -0.7243 -3.5044 0.067 0.193 -0.245
C -1.6622 0.1320 -0.5016 -4.239 -0.425 -0.578
O -2.8288 0.0490 -0.4587 4.046 0.422 0.206
Cl 2.7161 0.1591 -0.8116 -1.179 -0.021 0.112
N -1.5146 -1.3979 5.6235 -0.110 -0.032 -1.475
C -1.5391 -1.3709 4.2577 -0.634 -0.537 1.406
O -2.3194 -2.0666 3.6107 0.710 0.644 0.169
C -0.5608 -0.4633 3.5733 0.551 0.547 -1.143
C 0.3690 0.3544 4.2259 -0.091 -0.146 -0.674
C 1.2552 1.1126 3.4603 0.164 0.127 -0.336
C 1.2270 1.0213 2.0661 -0.177 -0.282 1.005
N 0.3397 0.2212 1.4428 0.012 0.343 0.170
C -0.5667 -0.4578 2.1672 0.047 -0.345 0.519
H -2.1711 -2.0062 6.0868 -0.005 -0.011 0.018
H -0.9035 -0.8364 6.1834 0.029 0.034 0.036
H 0.4018 0.3914 5.3047 0.157 0.155 0.012
H 1.9938 1.7682 3.9207 -0.261 -0.208 -0.034
H 1.9246 1.5737 1.4424 -0.093 -0.100 0.203
H -1.3018 -1.0444 1.6160 0.135 -0.102 0.492

***

10
Properties=species:S:1:pos:R:3:forces:R:3 method="wB97M-V/def2-TZVPD" lumo_energy_ev=0.88 total_charge=0 fmax_ev_per_a=3.49 smiles="F/C=C/C=C/F" orbital_gap_ev=10.084 e_tot_ev=-9645.64859
C 0.7079 -0.5295 -0.0124 1.812 -2.970 0.284
C -0.7321 -0.4916 -0.1265 0.684 -2.116 -0.304
C 1.4856 0.5037 -0.1288 1.828 1.319 0.653
C -1.4666 0.5500 0.1777 -2.729 -0.535 -0.670
F 2.8341 0.3779 0.0818 -0.553 -0.028 -0.269
F -2.8265 0.3473 -0.0015 0.479 0.438 0.166
H 1.3293 -1.5517 0.1552 -1.919 2.375 -0.375
H -1.1415 -1.5020 -0.4714 -0.099 1.927 0.620
H 1.2458 1.5553 -0.2326 -0.246 -0.146 -0.311
H -1.3394 1.5833 0.4685 0.742 -0.264 0.205

***

88
Properties=species:S:1:pos:R:3:forces:R:3 method="wB97M-V/def2-TZVPD" lumo_energy_ev="-4.04 / -4.40" multiplicity=2 total_charge=+1 fmax_ev_per_a=2.35 orbital_gap_ev="5.844 / 5.770" e_tot_ev=-99993.88468
Pt -1.6754 0.1766 2.2969 -1.248 1.717 -1.011
S -3.2984 0.5445 0.5119 0.833 0.078 1.221
C -3.0218 -0.7608 -0.6236 0.230 -0.270 -0.089
C -3.3861 -0.5560 -1.9572 -0.319 -0.050 0.328
C -3.2273 -1.5608 -2.8955 -0.537 -0.390 0.246
C -2.6902 -2.7885 -2.5297 -0.211 0.035 -0.028
C -2.3560 -3.0180 -1.2062 -0.066 0.036 0.083
C -2.5144 -2.0101 -0.2632 0.050 -0.258 -0.030
S -2.2372 -2.3644 1.4517 0.595 0.336 0.032
C -0.4360 -2.7339 1.5190 -0.375 -0.096 -0.192
C -0.0113 -2.5045 2.9415 0.055 -0.070 0.173
C 0.9181 -3.2903 3.6034 0.005 -0.007 0.021
C 1.1495 -3.0468 4.9509 -0.036 0.010 -0.043
C 0.4440 -2.0486 5.6050 -0.016 -0.006 0.001
C -0.4433 -1.2788 4.8670 0.075 -0.169 0.183
C -1.2400 -0.1539 5.4530 -0.085 0.135 -0.064
S -2.8648 -0.0018 4.5949 0.386 0.219 -0.802
C -3.2356 1.6993 4.9474 -0.113 -0.111 0.045
C -3.8650 1.9675 6.1604 -0.116 0.021 0.113
C -4.2363 3.2565 6.4894 0.010 -0.080 0.021
C -3.9813 4.2846 5.5886 0.006 0.005 -0.049
C -3.3528 4.0234 4.3879 0.055 -0.038 -0.115
C -2.9636 2.7225 4.0443 0.069 -0.101 0.290
S -2.1573 2.5579 2.5072 0.504 -1.408 -0.600
N -0.6362 -1.5165 3.5770 0.308 -0.064 0.057
H -3.8056 0.4017 -2.2412 0.052 0.025 -0.048
H -3.5324 -1.3860 -3.9190 0.000 0.007 0.029
H -2.5497 -3.5695 -3.2649 -0.046 0.005 0.016
H -1.9928 -3.9895 -0.8941 0.046 0.013 -0.020
H 0.0566 -2.0513 0.8286 -0.002 -0.030 0.060
H -0.2578 -3.7631 1.2140 0.061 -0.006 0.026
H 1.4334 -4.0879 3.0855 -0.036 -0.012 -0.008
H 1.8549 -3.6589 5.4969 0.012 0.016 -0.001
H 0.5740 -1.8774 6.6646 0.004 0.025 -0.007
H -0.7116 0.7880 5.3003 -0.002 -0.015 0.006
H -1.4308 -0.3092 6.5129 -0.020 0.025 0.011
H -4.0621 1.1517 6.8456 -0.053 0.000 -0.030
H -4.7327 3.4542 7.4289 0.022 0.013 0.004
H -4.2808 5.2972 5.8241 0.015 0.004 -0.011
H -3.1522 4.8180 3.6795 -0.032 0.068 0.074
C 2.1787 1.7267 1.8893 -0.170 -0.211 -0.124
C 0.8650 1.0327 2.1612 0.312 0.137 0.646
O 0.3654 1.0945 3.3161 0.363 -0.200 -0.032
N 0.2105 0.3684 1.2159 -1.397 0.117 0.042
Te 0.4742 0.9124 -1.0431 -0.358 -0.093 -0.452
C 1.5891 1.9493 -2.6032 0.230 0.036 0.403
C 2.8786 1.5959 -3.0071 -0.033 -0.174 0.083
C 3.6273 0.4434 -2.3945 -0.040 0.099 -0.086
C 3.4855 2.3342 -4.0175 -0.016 0.044 -0.046
C 2.8623 3.4296 -4.5973 -0.042 -0.012 0.058
C 3.5247 4.2268 -5.6833 -0.045 -0.024 0.012
C 1.6006 3.7943 -4.1331 0.073 -0.017 -0.049
C 0.9558 3.0883 -3.1306 -0.182 -0.133 0.037
C -0.4067 3.5458 -2.6686 0.117 -0.025 -0.032
C 0.8174 -1.0711 -1.7516 0.004 -0.027 -0.020
C 0.1264 -1.3950 -2.9306 -0.031 0.241 0.019
C -0.7745 -0.4173 -3.6391 0.473 0.273 -0.077
C 0.2936 -2.6571 -3.4879 0.169 -0.061 0.018
C 1.1159 -3.6111 -2.9081 -0.042 0.052 -0.053
C 1.3064 -4.9671 -3.5266 0.003 0.056 0.033
C 1.7805 -3.2700 -1.7377 -0.058 -0.022 0.012
C 1.6636 -2.0157 -1.1500 0.038 0.058 0.000
C 2.5240 -1.7455 0.0551 0.049 -0.014 -0.090
H 2.7237 1.8536 2.8209 -0.035 -0.013 0.023
H 1.9639 2.7123 1.4697 0.029 0.001 -0.001
H 2.7800 1.1699 1.1721 0.066 0.042 -0.018
H 3.4385 0.3922 -1.3218 0.048 0.020 -0.045
H 4.6991 0.5550 -2.5504 0.006 0.013 0.007
H 3.3177 -0.5051 -2.8391 0.004 -0.007 0.039
H 4.4799 2.0521 -4.3447 0.004 0.006 -0.003
H 4.5254 3.8556 -5.8955 0.004 0.015 -0.014
H 3.5955 5.2773 -5.3991 0.025 0.003 -0.019
H 2.9352 4.1756 -6.6001 0.038 0.014 -0.024
H 1.1104 4.6612 -4.5626 -0.009 0.006 0.017
H -0.6781 4.4809 -3.1543 -0.001 -0.002 -0.006
H -0.4258 3.7121 -1.5902 -0.079 0.026 0.004
H -1.1708 2.8030 -2.9081 -0.043 0.025 0.042
H -1.4589 0.0653 -2.9386 0.317 0.031 -0.291
H -1.3667 -0.9260 -4.3973 0.115 0.088 -0.011
H -0.1849 0.3601 -4.1313 0.068 0.017 -0.043
H -0.2398 -2.8955 -4.4011 0.022 0.002 -0.018
H 0.7616 -5.0527 -4.4648 0.009 -0.027 -0.010
H 0.9626 -5.7548 -2.8546 -0.004 -0.016 -0.008
H 2.3646 -5.1437 -3.7237 -0.017 -0.048 -0.033
H 2.4347 -3.9999 -1.2717 0.016 0.010 0.001
H 2.7173 -2.6690 0.6015 -0.010 -0.013 -0.006
H 2.0653 -1.0377 0.7342 -0.020 0.140 0.131
H 3.4935 -1.3509 -0.2607 -0.050 -0.042 0.086